# 1
The following is a quantum chemistry calculation of a 2-piece molecular cluster, C6H9NO overall, from OMol25.

The total energy comes out at -363.79723 hartree. As for the total charge: 0. As for the HOMO energy (alpha / beta): -0.2780 / -0.2903 hartree.

Geometry as XYZ:
```
17
Properties=species:S:1:pos:R:3:forces:R:3:mulliken_charge:R:1
C -1.65792 0.37353 -2.00265 4.12 0.49 -0.81 0.3650
C 1.80886 0.54662 -0.26132 -0.85 -1.47 -0.80 -0.7386
C 0.07767 0.99694 1.05072 -0.43 1.61 3.50 -0.5684
C 0.34130 0.60587 -0.27162 -2.30 -1.31 -3.89 -0.1482
C 0.94054 -0.20809 0.74897 0.50 0.81 0.15 0.7463
C 1.06545 -1.62820 1.21615 -0.13 -0.97 -0.39 -1.2496
N -2.67430 0.19742 -1.24725 -4.10 0.62 0.34 -0.3213
O -1.40521 0.59204 -3.13568 -0.55 -0.01 0.37 -0.3997
H 2.21062 -0.12760 -0.97336 0.45 -0.59 -0.84 0.2446
H 2.35306 1.44624 -0.24323 0.82 1.14 1.14 0.2672
H 0.47359 1.96301 1.44736 0.18 -0.71 -0.17 0.1431
H -0.85193 0.79990 1.57212 -0.41 -0.29 -0.36 0.2019
H 0.23249 -2.06808 1.83862 0.87 0.97 -0.42 0.3055
H 2.01929 -1.62867 1.72273 0.05 -0.46 0.81 0.3361
H 1.22091 -2.39026 0.40228 -0.30 1.03 0.23 0.2653
H -2.49374 0.00038 -0.28308 -0.22 0.13 0.26 0.2774
H -3.66066 0.52894 -1.58076 2.29 -0.99 0.87 0.2732
```
Positions in Å, forces in eV/Å.

=====

# 2
The following is a quantum chemistry calculation of a 5-piece molecular cluster, C29H68N3O9P2 overall, from OMol25.

The total energy comes out at -2669.60557 hartree. As for the total charge: +1. As for the HOMO energy: -0.4053 hartree.

Geometry as XYZ:
```
111
Properties=species:S:1:pos:R:3:forces:R:3:mulliken_charge:R:1
C 1.44305 -4.67076 -3.28674 -0.20 0.21 -0.11 -1.2068
C 2.16845 -4.52053 -4.62811 -0.04 -0.34 0.09 0.1718
C 1.28865 -3.97544 -5.76191 -0.17 -0.06 -0.21 -1.0471
N 1.67824 -2.64325 -6.28591 0.36 -0.18 0.33 -0.2299
C 1.84715 -1.63755 -5.34433 0.03 -0.30 -0.36 -0.1127
C 0.95420 -1.13014 -4.45275 -0.07 0.03 0.33 0.0580
C -0.47685 -1.48654 -4.23093 0.03 0.04 -0.24 -0.3702
C -1.45536 -0.64277 -5.09453 0.05 0.18 0.02 -1.6507
C -2.53499 0.16508 -4.34480 -0.14 0.03 0.00 0.7352
C -2.08006 1.57946 -3.92005 -0.12 0.00 -0.01 -1.4547
C -3.14296 -0.57266 -3.15143 0.07 0.30 0.07 -1.4741
N 1.62886 -0.14495 -3.76009 -0.04 0.29 0.20 0.7863
C 1.02788 0.61675 -2.67024 -0.09 -0.11 0.38 -0.7151
C 2.88068 -0.00536 -4.20456 -0.37 -0.17 -0.05 0.1604
P 4.28297 1.07858 -3.77314 0.46 -0.04 -0.17 -0.1490
P 3.35492 3.01677 -3.37518 -0.35 0.04 -0.07 0.7784
O 2.25246 3.24831 -4.31521 0.14 0.04 0.25 -0.5414
O 2.90894 3.14792 -1.84853 0.01 -0.16 -0.13 -0.4143
O 4.63016 3.95621 -3.53147 -0.28 -0.04 -0.01 -0.5060
N 3.02033 -0.93481 -5.18985 0.27 0.22 -0.10 0.2464
C 4.23510 -1.15735 -5.96410 0.02 0.12 -0.15 -1.2001
O 4.97534 -2.23594 -5.48830 0.09 -0.16 0.00 -0.1967
O 5.65321 -1.81267 -4.30181 -0.22 0.10 0.02 -0.3207
H 0.71224 -3.86858 -3.14191 0.12 0.00 0.06 0.2048
H 0.88612 -5.60827 -3.25505 0.04 0.03 0.07 0.3635
H 2.13295 -4.64267 -2.44384 0.00 -0.14 -0.01 0.3558
H 2.52773 -5.50674 -4.93345 0.13 0.10 0.06 0.4679
H 3.06050 -3.89984 -4.51469 -0.03 0.08 -0.08 -0.0068
H 1.32428 -4.63755 -6.62748 -0.01 0.06 0.03 0.4348
H 0.23992 -3.94588 -5.45906 0.12 -0.01 -0.05 0.4529
H 2.53632 -2.77435 -6.80299 -0.10 0.07 -0.22 0.4380
H -0.58548 -2.53846 -4.49909 -0.06 0.18 0.17 0.1009
H -0.70330 -1.41881 -3.16797 -0.07 -0.05 -0.03 0.7367
H -0.87093 0.06034 -5.69541 -0.05 -0.07 -0.05 0.4578
H -1.94432 -1.30556 -5.81161 0.01 -0.04 0.11 0.4500
H -3.34101 0.30302 -5.07184 0.08 -0.03 -0.02 0.5733
H -1.98925 1.66812 -2.83337 0.13 -0.04 -0.05 0.2546
H -1.13755 1.87716 -4.38550 -0.01 0.00 0.04 0.3685
H -2.82237 2.32343 -4.21729 0.04 -0.04 0.03 0.3823
H -3.96476 0.01818 -2.74067 -0.06 -0.18 -0.03 0.2697
H -2.42104 -0.64858 -2.33110 -0.04 -0.12 -0.03 0.2942
H -3.50304 -1.57159 -3.40382 -0.02 0.03 0.00 0.3865
H 1.46469 0.31139 -1.71910 0.07 0.05 0.05 0.4697
H 1.15454 1.67732 -2.83013 0.02 0.12 -0.11 0.2405
H -0.03722 0.41303 -2.64220 0.08 -0.01 -0.05 -0.2430
H 4.56508 0.61567 -2.47319 -0.19 -0.01 0.13 0.0367
H 3.44406 2.65866 -1.20988 0.01 0.11 0.06 0.3122
H 4.36274 4.84088 -3.82995 0.20 -0.01 -0.01 0.3546
H 4.81204 -0.23331 -5.97209 0.03 -0.10 0.04 0.5997
H 3.97759 -1.41944 -6.99053 -0.03 0.03 0.06 0.5143
H 5.18155 -2.31243 -3.61734 0.09 -0.10 -0.03 0.3498
C 3.51953 1.37564 2.38006 0.02 -0.07 -0.04 -0.8326
C 2.18559 1.11449 1.70379 -0.05 0.08 0.03 -0.5022
O 2.22495 0.09479 0.71168 0.05 0.07 -0.21 -0.2544
C 2.63018 -1.19045 1.16964 0.07 -0.09 0.03 -0.3042
C 1.75321 -1.76409 2.26352 -0.09 0.06 0.03 -1.0633
H 4.28484 1.63975 1.64702 0.02 0.01 0.01 0.2700
H 3.41768 2.20188 3.08376 0.00 0.02 -0.02 0.4423
H 3.87143 0.50789 2.93931 -0.03 0.01 0.03 -0.0162
H 1.85252 2.00677 1.17050 -0.01 0.00 0.01 0.4263
H 1.41931 0.88967 2.45119 0.01 -0.03 0.00 0.3466
H 3.67423 -1.16399 1.49954 -0.01 0.02 0.02 0.3091
H 2.59169 -1.82816 0.28397 -0.02 0.01 -0.02 0.3056
H 1.78867 -1.15868 3.16850 0.05 -0.07 0.04 0.2192
H 2.10701 -2.75980 2.53076 0.00 -0.01 -0.01 0.3586
H 0.71505 -1.83915 1.93619 0.01 0.01 -0.02 0.3125
C -6.50687 1.07111 1.58211 -0.06 -0.02 -0.06 -0.8728
C -5.12748 0.89121 0.97879 0.03 0.00 0.10 -0.3941
O -5.09792 0.93457 -0.44119 0.08 -0.01 -0.08 -0.3686
C -5.56127 2.13692 -1.03007 -0.04 0.03 -0.04 -0.3353
C -4.77636 3.37321 -0.62595 0.05 -0.04 0.03 -0.9732
H -7.19667 0.31651 1.20122 0.01 -0.01 0.00 0.3317
H -6.44530 0.98437 2.66644 0.00 0.02 0.01 0.2321
H -6.92551 2.05395 1.36258 0.03 0.02 0.05 0.2279
H -4.73730 -0.09514 1.23197 0.00 -0.01 -0.01 0.3377
H -4.43342 1.62687 1.40086 -0.02 0.02 -0.02 0.2877
H -6.62771 2.28117 -0.82665 0.01 0.00 0.03 0.3114
H -5.46524 1.97514 -2.10532 -0.01 0.01 -0.01 0.3944
H -4.86026 3.58081 0.44128 -0.04 0.02 -0.01 0.1836
H -5.15550 4.24321 -1.16313 0.00 0.00 -0.02 0.4127
H -3.71819 3.25220 -0.86566 0.00 0.00 0.00 0.2393
C -4.36202 4.74649 5.20838 0.03 -0.07 -0.01 -1.0659
C -5.68721 4.12408 4.80465 -0.03 0.07 0.00 -0.3722
O -5.62703 2.72699 4.57369 0.02 -0.04 -0.07 -0.3398
C -5.22339 1.92936 5.67369 0.03 -0.04 0.04 -0.3028
C -6.12377 2.04237 6.89112 -0.05 0.04 -0.04 -1.1335
H -3.60004 4.54949 4.45275 0.00 0.01 0.00 0.2880
H -4.47829 5.82570 5.31119 0.00 0.01 -0.02 0.3994
H -4.00083 4.36201 6.16287 -0.03 0.03 0.02 0.2684
H -6.01910 4.54561 3.85533 -0.01 0.00 0.00 0.3414
H -6.45984 4.36044 5.54440 0.02 -0.03 0.02 0.3019
H -4.18413 2.14625 5.94699 -0.01 0.03 0.00 0.3247
H -5.24422 0.90689 5.29423 0.01 -0.01 0.00 0.3162
H -6.12039 3.04754 7.31374 0.04 -0.01 0.02 0.2721
H -5.78133 1.35740 7.66730 0.00 -0.02 0.00 0.3984
H -7.15181 1.78664 6.63225 0.00 0.00 0.00 0.3087
C 5.85424 -1.24154 6.24488 -0.01 -0.05 -0.05 -1.1014
C 4.35417 -1.02281 6.15998 0.01 0.05 0.05 -0.3883
O 3.69091 -1.88071 5.24490 -0.03 0.06 -0.11 -0.3309
C 3.79759 -3.27067 5.50782 0.01 -0.07 -0.01 -0.2716
C 3.24065 -3.69608 6.85442 -0.03 0.07 0.01 -1.1314
H 6.31598 -1.12694 5.26307 0.01 0.00 0.00 0.2890
H 6.29507 -0.51039 6.92281 0.00 0.02 -0.01 0.4049
H 6.10455 -2.23307 6.62315 -0.01 0.01 0.04 0.2728
H 4.14797 -0.01643 5.79314 -0.01 0.01 0.01 0.3536
H 3.90127 -1.09662 7.15446 0.00 -0.04 -0.01 0.3479
H 4.83608 -3.60400 5.40213 0.01 0.03 0.02 0.3155
H 3.22886 -3.74664 4.70794 0.00 -0.01 0.00 0.2573
H 3.79174 -3.25518 7.68542 0.03 -0.03 0.00 0.2707
H 3.30660 -4.77974 6.95403 -0.01 -0.01 -0.01 0.4026
H 2.19434 -3.40257 6.94704 0.00 0.00 0.00 0.3058
```
Positions in Å, forces in eV/Å.

=====

# 3
The following is a quantum chemistry calculation of C2H2F4O as an isolated structure, from OMol25.

The total energy comes out at -551.90060 hartree. As for the total charge: 0. As for the HOMO energy: -0.3886 hartree.

Geometry as XYZ:
```
9
Properties=species:S:1:pos:R:3:forces:R:3:mulliken_charge:R:1
C 0.59641 0.26522 0.44205 -2.96 0.10 -0.65 0.0797
C -1.26755 -0.13954 -0.35793 3.43 -0.02 -0.55 0.3593
O 1.32327 -0.25172 -0.46848 1.35 -1.55 -3.44 -0.1928
F 0.65459 1.60210 0.46204 0.02 0.47 0.98 -0.2598
F -1.94631 0.99622 -0.52327 1.06 -0.50 -0.60 -0.2043
F -1.92962 -0.82726 0.53233 0.01 -0.90 0.42 -0.2106
F 2.79320 -0.56230 -0.12710 -1.15 0.49 0.57 -0.2335
H 0.64542 -0.32380 1.32110 -0.22 0.41 1.73 0.4053
H -0.86942 -0.75892 -1.28074 -1.54 1.49 1.55 0.2566
```
Positions in Å, forces in eV/Å.

=====

Here are the calculated max |F| numbers, same order: 0.0914 0.0102 0.0780 (hartree/bohr).